Record 1
DFT (ωB97M-V with the def2-TZVPD basis set) results for a cluster of 14 separate species, C60H144Br12N8 in total in a non-equilibrium geometry.

```
224
Properties=species:S:1:pos:R:3:forces:R:3:mulliken_charge:R:1
Br -0.373 -2.273 0.981 0.080 -0.022 -0.100 -0.19
C -1.193 -1.680 2.633 -1.725 0.468 -0.911 0.31
C -0.624 -0.397 3.116 -0.465 0.949 0.034 0.20
Br -1.316 -0.113 4.954 0.078 -0.123 -0.478 -0.18
H -1.052 -2.495 3.291 0.136 -0.631 0.819 0.77
H -2.280 -1.538 2.419 0.881 -0.279 0.063 -0.99
H -0.938 0.469 2.498 0.123 -0.591 0.522 -0.14
H 0.440 -0.408 3.179 0.732 -0.021 0.246 0.16
Br -3.315 -2.609 -2.682 -0.587 -0.036 -0.244 -0.11
C -2.862 -1.974 -4.471 0.633 -0.412 -0.370 0.56
C -3.544 -2.707 -5.610 -0.625 -0.650 0.633 -0.58
Br -3.094 -1.944 -7.339 0.067 0.090 0.235 -0.18
H -1.787 -2.144 -4.463 -0.045 0.367 -0.355 -0.89
H -3.110 -0.927 -4.530 0.091 0.356 0.216 0.41
H -4.624 -2.633 -5.483 0.039 0.121 -0.240 0.50
H -3.314 -3.775 -5.674 0.223 0.313 0.135 0.29
Br 3.120 -5.187 3.847 0.026 -0.182 0.055 -0.15
C 2.797 -4.315 2.137 0.425 -0.819 -0.435 0.69
C 2.056 -5.299 1.220 0.095 0.841 0.716 -0.72
Br 1.842 -4.620 -0.616 0.191 -0.178 0.516 -0.01
H 3.764 -4.063 1.746 0.483 -0.113 -0.180 -0.52
H 2.390 -3.378 2.429 -1.077 0.561 -0.254 -0.10
H 1.058 -5.491 1.601 -0.042 -0.116 -0.142 0.42
H 2.647 -6.210 1.187 -0.173 -0.043 -0.273 0.57
Br 2.570 0.274 -6.085 0.054 0.406 0.042 -0.19
C 0.645 0.596 -6.159 -0.303 -0.976 -0.148 0.08
C 0.195 1.749 -5.299 0.896 -0.217 0.379 0.66
Br -1.685 2.005 -5.346 -0.897 -0.076 -0.129 -0.15
H 0.271 -0.357 -5.747 -0.222 0.557 -0.387 -0.41
H 0.390 0.695 -7.224 0.016 0.022 0.517 0.48
H 0.635 2.694 -5.549 0.303 0.347 -0.395 0.52
H 0.431 1.559 -4.262 0.165 -0.167 0.201 -0.94
Br 0.219 -1.217 -2.563 0.110 0.278 -0.462 0.55
C -0.248 0.422 -1.608 1.175 0.875 0.060 1.16
C -1.645 0.265 -1.106 -0.526 -0.833 -0.429 -0.09
Br -2.013 1.598 0.243 -0.293 0.015 0.059 0.20
H -0.151 1.333 -2.228 0.141 -0.709 0.022 -0.38
H 0.577 0.483 -0.850 -1.186 0.024 -0.325 -0.67
H -1.734 -0.744 -0.728 -0.227 0.108 0.798 -0.23
H -2.447 0.312 -1.867 0.730 0.476 0.211 -0.15
Br -4.476 1.792 -2.857 0.412 0.291 -0.305 -0.19
C -6.253 1.543 -2.084 0.371 1.145 -1.054 0.21
C -6.100 0.392 -1.146 -0.744 0.411 0.164 -0.38
Br -7.866 0.099 -0.421 -0.590 -0.247 0.361 -0.16
H -6.865 1.403 -2.986 -0.040 -0.492 0.652 0.60
H -6.510 2.534 -1.662 0.202 -0.793 0.324 -0.47
H -5.451 0.622 -0.299 0.072 -0.044 -0.305 -0.16
H -5.831 -0.522 -1.652 0.289 -0.133 -0.046 0.52
C -4.328 5.509 -1.212 -0.136 1.667 -0.187 -1.75
C -4.796 4.893 0.072 0.295 -1.077 -0.100 0.64
N -6.139 4.229 0.050 1.462 0.167 0.221 1.04
C -6.334 3.576 1.348 -1.246 -0.654 0.004 -0.43
C -6.644 4.497 2.526 1.342 0.615 0.672 -1.36
C -7.171 5.195 -0.217 -0.138 1.301 0.133 -0.60
C -8.536 4.641 -0.383 -1.030 -0.925 0.042 -1.37
H -4.807 6.500 -1.349 0.279 -0.535 -0.360 0.37
H -4.494 4.869 -2.047 -0.539 -0.492 -0.745 0.28
H -3.239 5.671 -1.239 -0.263 0.053 0.475 0.33
H -4.023 4.136 0.244 -0.457 -0.323 0.569 -0.47
H -4.732 5.626 0.870 -0.005 0.201 0.283 0.15
H -7.108 2.803 1.286 -0.564 0.370 -0.361 0.25
H -5.519 2.894 1.559 0.902 0.428 0.103 0.03
H -6.579 3.920 3.466 -0.331 0.253 -0.346 0.42
H -5.839 5.260 2.607 -0.322 -0.437 0.100 0.20
H -7.560 5.104 2.490 -0.012 -0.715 -0.107 0.39
H -6.953 5.752 -1.119 0.500 0.056 -0.257 0.51
H -7.267 5.954 0.590 0.409 -0.052 -0.266 0.35
H -8.586 3.830 -1.119 0.125 -0.101 0.252 0.21
H -9.228 5.394 -0.752 0.003 0.257 0.116 0.45
H -8.907 4.295 0.587 -0.187 -0.217 -0.273 0.26
C 1.493 2.802 1.343 1.849 1.129 -0.055 1.23
C 1.822 3.794 0.206 1.269 -0.254 0.134 -1.66
N 1.840 3.183 -1.117 0.392 -0.881 -0.700 0.96
C 1.454 4.183 -2.107 0.848 0.794 0.026 -1.06
C -0.027 4.553 -2.193 -0.392 -1.066 0.989 -0.43
C 3.231 2.617 -1.406 -1.795 2.146 -0.788 -0.71
C 3.173 1.610 -2.517 0.135 -0.274 0.172 -0.45
H 0.555 2.336 1.178 -0.732 -0.612 -0.191 -0.54
H 1.445 3.395 2.245 -0.290 0.179 0.465 -0.15
H 2.314 2.089 1.568 -0.509 0.094 -0.516 -0.41
H 1.163 4.657 0.242 -0.480 -0.176 -0.094 0.71
H 2.839 4.266 0.290 -0.493 -0.253 0.691 0.25
H 2.061 5.095 -1.870 -0.504 -0.001 -0.050 0.46
H 1.827 3.970 -3.119 -0.208 -0.595 0.251 0.52
H -0.683 3.790 -2.672 0.641 0.510 0.001 -0.02
H -0.518 4.753 -1.225 0.479 -0.275 -0.004 -0.37
H -0.065 5.495 -2.675 -0.343 0.804 -1.005 0.66
H 3.601 2.238 -0.474 0.283 -0.476 0.362 0.32
H 3.899 3.461 -1.728 -0.343 -0.326 0.429 0.31
H 2.623 1.925 -3.410 0.061 0.193 0.287 0.02
H 2.722 0.700 -2.144 -0.085 -0.386 -0.126 -0.22
H 4.190 1.413 -2.826 0.268 -0.368 -0.236 0.53
C 5.613 0.607 1.768 0.469 0.451 0.756 -0.77
C 4.796 -0.520 2.355 -0.078 1.202 1.433 -0.25
N 4.969 -1.780 1.712 -0.547 -0.564 -1.293 0.67
C 4.429 -1.752 0.317 0.833 -0.461 0.186 0.08
C 3.061 -1.144 0.204 -1.137 0.202 1.338 1.35
C 6.368 -2.240 1.779 -0.421 1.094 0.380 -0.51
C 6.429 -3.743 1.651 0.015 -0.037 0.077 -1.13
H 5.350 0.798 0.754 0.023 0.045 -1.001 0.21
H 6.664 0.371 1.872 0.383 -0.063 -0.399 0.47
H 5.511 1.558 2.286 -0.428 -0.016 0.324 -0.10
H 5.047 -0.600 3.428 0.046 -0.225 -0.302 0.60
H 3.755 -0.213 2.370 -0.259 -0.220 -0.054 -0.48
H 5.070 -1.122 -0.363 -0.075 -0.816 0.400 0.19
H 4.427 -2.814 -0.030 0.023 0.919 -0.097 -0.72
H 2.622 -1.232 -0.769 0.035 -0.051 -0.733 -0.02
H 2.273 -1.471 0.898 0.491 -0.892 -0.066 -0.40
H 3.055 -0.113 0.524 0.415 0.808 -0.588 -0.74
H 6.656 -1.932 2.816 0.376 -0.297 -0.873 0.41
H 6.985 -1.670 1.024 -0.215 -0.718 0.631 0.37
H 7.450 -4.135 1.645 -0.140 0.052 -0.280 0.43
H 5.844 -4.080 0.799 0.404 -0.116 -0.388 -0.01
H 5.921 -4.170 2.503 -0.072 -0.173 0.474 0.27
C 8.038 -4.204 -3.775 0.686 -0.441 -0.089 -1.25
C 6.715 -4.277 -4.492 -1.043 0.034 -0.062 -0.40
N 5.617 -3.986 -3.570 -0.522 -0.248 1.109 0.51
C 4.323 -3.945 -4.229 0.172 2.765 -0.132 -0.20
C 3.343 -2.916 -3.611 0.286 -0.807 -0.178 0.47
C 5.573 -4.788 -2.326 0.967 -0.169 -0.330 0.61
C 5.433 -6.316 -2.502 -0.614 0.741 0.186 -1.42
H 8.927 -4.188 -4.435 -0.629 0.140 0.143 0.39
H 8.200 -5.045 -3.089 -0.161 0.090 -0.140 0.23
H 7.996 -3.303 -3.175 0.315 0.289 0.135 0.32
H 6.621 -3.486 -5.251 0.368 -0.255 0.019 0.37
H 6.495 -5.231 -4.995 0.532 -0.135 -0.125 0.41
H 3.791 -4.846 -4.304 -0.424 -1.759 -0.186 -0.78
H 4.514 -3.548 -5.224 -0.028 -0.383 -0.390 0.71
H 3.706 -1.915 -3.763 0.321 0.491 0.284 0.17
H 3.220 -3.155 -2.560 -0.162 0.359 0.213 -0.74
H 2.367 -2.952 -4.105 0.024 -0.306 0.071 -0.31
H 6.484 -4.561 -1.734 -0.523 -0.059 -0.252 0.52
H 4.713 -4.463 -1.741 0.042 0.190 0.011 -0.88
H 6.182 -6.797 -3.107 0.427 0.005 -0.284 0.33
H 5.419 -6.794 -1.529 0.080 -0.100 0.254 0.44
H 4.457 -6.495 -2.942 -0.149 -0.305 -0.212 0.25
C -5.024 0.246 3.479 1.256 -0.108 -0.220 -0.63
C -5.611 -0.777 2.491 -1.140 0.694 0.172 0.35
N -4.720 -1.862 2.121 1.057 0.232 1.015 0.96
C -5.314 -2.621 1.068 -0.217 0.458 -0.769 0.55
C -4.453 -3.698 0.474 0.798 -1.008 0.138 -1.47
C -4.291 -2.698 3.236 1.158 0.062 0.204 -0.46
C -5.371 -3.423 3.948 -2.075 0.892 -1.790 -1.69
H -3.988 0.434 3.112 -0.359 -0.176 0.557 -0.07
H -5.000 -0.051 4.536 0.183 -0.373 -0.327 0.37
H -5.455 1.247 3.519 -0.647 -0.213 -0.521 0.28
H -6.607 -1.181 2.873 0.827 0.548 -0.523 0.38
H -5.798 -0.238 1.536 -0.209 -0.325 0.742 -1.06
H -6.286 -2.979 1.383 -0.561 -0.555 -0.007 0.44
H -5.527 -1.872 0.307 -0.105 -0.152 -0.404 -0.64
H -3.431 -3.362 0.263 -0.195 0.299 -0.163 -0.01
H -4.290 -4.594 1.085 -0.277 0.249 0.444 0.36
H -4.880 -4.131 -0.422 -0.194 0.318 -0.401 0.51
H -3.731 -2.089 3.949 -0.045 0.187 -0.043 0.28
H -3.571 -3.443 2.878 0.049 0.256 -0.197 0.41
H -5.820 -4.172 3.293 -0.159 -0.023 0.070 0.29
H -6.146 -2.705 4.226 -0.222 -0.159 0.049 0.28
H -5.093 -3.890 4.815 1.094 -1.216 2.185 0.58
C -1.917 5.917 2.231 0.561 -0.238 0.186 -1.72
C -2.093 4.556 2.881 0.380 -0.221 -0.301 1.55
N -2.828 4.600 4.105 -0.914 -0.322 0.551 0.37
C -2.132 5.250 5.186 0.630 -1.787 0.793 -1.11
C -0.958 4.368 5.782 -0.891 0.809 -0.349 -0.28
C -3.469 3.304 4.372 -0.584 0.008 0.506 2.13
C -4.394 3.301 5.608 -0.519 1.004 -0.228 -1.82
H -1.512 5.794 1.210 -0.388 0.238 0.371 0.09
H -1.206 6.526 2.805 -0.100 -0.065 -0.232 0.52
H -2.883 6.411 2.273 -0.074 0.231 -0.425 0.41
H -2.683 3.906 2.251 -0.015 -0.093 -0.638 -0.58
H -1.120 4.056 3.006 0.174 -0.043 -0.108 -0.55
H -1.820 6.209 4.841 0.710 0.594 -0.294 0.52
H -2.811 5.491 5.980 -0.614 -0.105 0.488 0.46
H -0.198 4.266 5.022 0.489 0.047 -0.124 -0.24
H -0.539 4.899 6.652 -0.067 -0.571 -0.207 0.48
H -1.294 3.330 5.999 0.067 0.824 0.252 0.16
H -2.828 2.427 4.512 0.761 0.197 -0.087 -0.54
H -3.985 3.081 3.429 -0.430 -0.024 0.416 -1.02
H -5.176 4.068 5.542 0.334 0.285 -0.125 0.38
H -3.868 3.481 6.551 0.184 -0.044 -0.231 0.41
H -4.995 2.415 5.763 0.320 -0.707 -0.321 0.39
C 4.611 4.484 3.329 -0.191 0.059 0.743 -1.19
C 4.747 3.684 4.657 -0.823 0.499 -1.423 -0.84
N 3.920 2.487 4.722 0.058 0.281 -0.024 0.99
C 4.483 1.587 5.738 -0.916 -0.709 0.676 -0.72
C 4.301 2.016 7.232 0.302 -0.495 -0.560 -1.35
C 2.520 2.892 4.933 1.133 -0.015 0.863 -1.33
C 1.565 1.751 4.805 0.044 -0.537 0.033 -0.01
H 5.376 5.254 3.390 -0.192 0.506 -0.025 0.52
H 3.610 4.926 3.244 0.369 0.120 -0.112 0.29
H 4.840 3.962 2.400 -0.163 -0.559 0.257 0.10
H 5.765 3.383 4.684 0.990 -0.312 0.371 0.57
H 4.547 4.380 5.496 0.115 -0.140 -0.155 0.35
H 4.051 0.568 5.622 0.229 0.564 -0.076 0.24
H 5.528 1.538 5.469 0.382 -0.335 0.207 0.61
H 3.263 2.067 7.490 -0.748 0.181 0.000 0.27
H 4.713 1.351 8.003 0.277 -0.141 -0.649 0.40
H 4.737 2.982 7.392 0.220 0.648 0.172 0.32
H 2.277 3.635 4.206 -0.040 0.554 -0.570 0.31
H 2.540 3.410 5.908 -0.828 -0.117 -0.028 0.63
H 0.516 2.028 4.781 0.003 0.343 -0.280 -0.20
H 1.631 1.085 5.648 0.179 -0.452 0.403 0.58
H 1.839 1.175 3.910 -0.220 0.154 0.109 -0.46
C -0.569 -4.847 -3.641 -0.366 2.291 0.130 -0.21
C -0.597 -5.539 -4.968 -0.314 0.876 -0.339 -1.05
N 0.546 -5.080 -5.763 0.194 0.288 -0.075 1.27
C 0.199 -4.034 -6.725 -0.438 1.185 1.635 0.09
C 1.413 -3.221 -7.184 -1.271 -0.379 -1.107 -1.04
C 1.162 -6.126 -6.502 1.097 -1.392 -1.387 -0.79
C 2.052 -7.042 -5.653 -1.241 -0.174 -0.822 -0.81
H -1.400 -4.974 -2.971 -0.551 -0.656 0.092 0.44
H -0.552 -3.724 -3.743 0.220 -0.948 -0.214 -0.42
H 0.325 -5.103 -3.124 0.780 -0.274 0.450 0.00
H -0.560 -6.593 -4.752 0.180 -0.604 -0.390 0.52
H -1.528 -5.330 -5.532 0.103 -0.228 0.207 0.06
H -0.387 -3.269 -6.150 -0.213 -0.822 -0.590 -0.57
H -0.401 -4.503 -7.535 0.160 0.674 0.060 0.40
H 1.067 -2.357 -7.739 -0.335 0.513 0.149 0.41
H 1.918 -3.744 -7.970 1.038 -0.493 -0.034 0.55
H 2.021 -2.881 -6.367 0.422 -0.143 0.303 -0.23
H 0.391 -6.703 -7.085 0.449 0.114 0.286 0.31
H 1.852 -5.691 -7.273 -0.731 -0.228 0.644 0.32
H 2.732 -6.411 -5.160 0.915 0.688 0.965 -0.30
H 1.477 -7.625 -4.951 -0.103 -0.126 0.394 0.34
H 2.628 -7.726 -6.255 0.076 -0.290 -0.391 0.51
```
Forces are in eV/Å.

Results
total charge	0

Record 2
DFT (ωB97M-V with the def2-TZVPD basis set) results for the molecule C14H15FN2 in a non-equilibrium geometry.

```
32
Properties=species:S:1:pos:R:3:forces:R:3:mulliken_charge:R:1
C -2.876 0.797 -0.370 -1.071 -1.082 -2.062 -1.12
C -1.493 0.978 0.234 -1.303 -1.007 1.507 -1.13
C -0.465 -0.204 0.140 -2.507 -0.442 1.819 2.40
C -1.223 -1.549 0.635 2.210 0.117 -0.799 -0.32
C -1.052 -2.195 1.906 -0.347 1.734 -2.953 -0.88
N -1.677 -3.428 1.738 -0.402 0.337 -1.298 -0.12
C -2.120 -3.438 0.379 -0.464 -1.078 0.874 -0.36
N -1.851 -2.383 -0.368 0.687 0.046 4.303 -0.52
C 0.066 -0.146 -1.279 -0.141 1.837 -1.725 -0.95
C 1.364 0.722 -1.205 -1.436 -0.544 1.548 0.09
C 2.068 1.445 -2.110 2.140 1.392 -1.234 -0.61
C 3.307 2.129 -1.728 -1.811 -1.807 1.046 -0.58
C 3.710 2.017 -0.419 -0.373 0.981 0.833 0.15
F 4.814 2.741 0.012 -0.909 -0.886 -0.455 -0.33
C 2.885 1.419 0.552 0.879 0.035 0.012 -0.37
C 1.774 0.754 0.136 -1.705 -0.577 1.233 0.30
C 0.671 0.136 1.118 1.768 -0.072 -1.379 -1.16
H -2.892 0.683 -1.513 0.119 0.278 1.446 0.27
H -3.438 -0.146 -0.014 0.982 1.617 -0.187 0.22
H -3.441 1.719 -0.126 -0.014 -0.673 -0.187 0.42
H -1.855 1.134 1.280 1.248 -0.089 -0.176 0.37
H -1.043 1.896 -0.103 0.324 0.434 -0.232 0.48
H -0.430 -1.748 2.715 -1.066 -1.124 -0.454 0.40
H -1.894 -4.152 2.461 0.359 1.154 -1.235 0.25
H -2.710 -4.304 0.047 0.456 0.444 0.108 0.42
H 0.446 -1.059 -1.678 -0.430 -1.058 -0.346 0.41
H -0.766 0.318 -1.961 1.756 -1.101 0.895 0.22
H 1.759 1.553 -3.158 0.026 -0.162 0.469 0.41
H 3.930 2.721 -2.336 0.284 0.474 -1.141 0.48
H 3.063 1.476 1.617 0.462 0.158 -0.039 0.45
H 0.332 0.943 1.805 0.475 -0.920 0.032 0.26
H 1.039 -0.830 1.592 -0.198 1.586 -0.223 0.45
```
Forces are in eV/Å.

Results
energy above the lowest of the compared OMol25 structures with the same formula, charge and spin	136.9	kJ/mol
SMILES	CC[C@@]1(c2c[nH]cn2)Cc2ccc(F)cc2C1
total charge	0

no.,E_HOMO (eV),LUMO (eV)
1,-8.0,0.420
2,-8.7,0.669